Here is a structure of composition C27H26N4O2RuSe from the OMol25 dataset. Energies are from wB97M-V/def2-TZVPD.

Calculated values
Highest occupied orbital energy (spin up / spin down)   -0.3553 / -0.3522 hartree
E   -106399.224 eV
Multiplicity   2
Expectation value of S²   0.76
Charge   +1
LUMO energy (spin up / spin down)   -3.49 / -3.47 eV

Geometry as XYZ:
```
61
Properties=species:S:1:pos:R:3:lowdin_charge:R:1
Ru 0.072 -0.125 0.059 0.998
O -1.233 0.582 3.832 0.137
C -1.076 0.224 2.692 -0.430
N 0.136 0.047 2.029 -0.038
C 1.376 0.294 2.612 -0.447
O 1.587 0.659 3.742 0.132
C 2.477 0.126 1.622 -0.208
C 3.804 0.170 2.029 0.015
C 4.804 0.028 1.088 -0.024
C 4.443 -0.141 -0.245 -0.022
C 3.104 -0.177 -0.579 -0.114
N 2.130 -0.044 0.327 -0.052
C -2.228 -0.029 1.774 -0.172
C -3.529 0.060 2.244 0.022
C -4.575 -0.203 1.382 -0.022
C -4.284 -0.534 0.064 -0.019
C -2.964 -0.579 -0.340 -0.109
N -1.948 -0.335 0.489 -0.030
H 3.998 0.298 3.085 0.130
H 5.846 0.026 1.379 0.121
H 5.193 -0.255 -1.014 0.118
H 2.784 -0.332 -1.601 0.096
H -3.671 0.323 3.283 0.129
H -5.600 -0.173 1.728 0.120
H -5.072 -0.751 -0.643 0.117
H -2.698 -0.830 -1.359 0.081
C 0.654 5.425 0.523 0.010
N 1.003 4.080 1.046 -0.158
C 2.130 3.492 0.277 0.022
C -0.187 3.134 1.115 -0.075
C -0.787 2.822 -0.233 -0.265
C -1.760 3.680 -0.750 -0.058
C -2.288 3.474 -2.012 -0.070
C -1.815 2.419 -2.780 -0.066
C -0.870 1.547 -2.258 -0.140
C -0.354 1.707 -0.967 -0.177
H 1.495 6.100 0.666 0.110
H -0.212 5.816 1.053 0.110
H 0.425 5.351 -0.536 0.109
H 1.317 4.199 2.009 0.187
H 1.790 3.262 -0.729 0.106
H 2.463 2.573 0.757 0.088
H 2.953 4.202 0.235 0.113
H -0.922 3.587 1.780 0.145
H 0.188 2.227 1.581 0.090
H -2.127 4.501 -0.143 0.115
H -3.060 4.129 -2.393 0.110
H -2.193 2.262 -3.782 0.113
H -0.515 0.738 -2.885 0.051
Se 0.022 -1.771 -1.756 0.689
C -0.023 -3.463 -0.885 -0.641
C 0.794 -3.717 0.215 -0.147
C 0.801 -4.979 0.789 -0.086
C -0.006 -5.985 0.277 -0.085
C -0.843 -5.720 -0.798 -0.080
C -0.850 -4.464 -1.384 -0.139
H 1.425 -2.931 0.614 0.076
H 1.447 -5.186 1.633 0.106
H 0.017 -6.974 0.716 0.105
H -1.491 -6.495 -1.185 0.107
H -1.497 -4.250 -2.226 0.096
```